Entry 1:
Molecular formula: C23H22Cl5I2N3NaO
Method: DFT, wB97M-V/def2-TZVPD

Properties
Charge ... -1
Spin multiplicity ... 1
Energy above the lowest of the compared OMol25 structures with the same formula, charge and spin ... 15.4 kcal per mole
Frontier orbital gap ... 5.58 eV
Maximum force ... 2.2 eV/A

Last column: natural (NBO) charge in e.
Element x y z (Å)
H1 4.87 -2.62 2.93  0.20
C1 -0.98 1.96 2.29  0.06
Na1 0.18 0.25 -0.02  0.85
C2 2.42 -0.32 3.42  -0.30
H2 1.05 3.09 -0.09  0.20
C3 -1.55 3.20 0.26  -0.41
C4 2.60 0.95 -2.37  -0.10
H3 0.52 -4.07 1.41  0.16
H4 1.43 2.33 1.47  0.22
C5 3.60 -1.02 3.62  -0.19
H5 -0.45 -2.72 2.03  0.21
H6 -1.57 4.23 0.64  0.16
C6 -1.62 1.17 4.89  -0.21
H7 2.18 0.52 4.05  0.21
C7 1.00 1.19 -4.13  -0.16
H8 1.93 -3.70 -0.56  0.16
H9 -3.08 2.75 4.85  0.20
I1 -3.08 -0.94 1.08  0.14
Cl1 4.64 1.41 -5.78  0.01
H10 -1.27 3.23 -0.80  0.22
O1 0.29 0.83 -1.88  -0.81
H11 2.28 -2.02 -1.03  0.21
C8 3.36 1.26 -4.64  -0.16
I2 -2.82 0.53 -2.16  0.19
H12 4.27 -0.73 4.41  0.19
C9 1.88 -1.76 1.56  0.15
H13 3.33 -3.29 1.13  0.20
C10 3.07 -2.45 1.77  -0.25
N1 0.45 0.08 2.02  -0.76
C11 1.50 -2.69 -0.68  -0.42
Cl2 1.67 1.59 -6.71  0.02
Cl3 2.93 0.73 -0.69  0.02
H14 0.72 -2.75 -1.44  0.20
C12 0.00 -3.14 1.13  -0.40
C13 3.94 -2.08 2.79  -0.30
H15 0.70 3.96 1.42  0.17
Cl4 5.27 1.00 -2.75  0.03
H16 -2.47 3.48 2.59  0.20
C14 1.53 -0.66 2.38  0.15
H17 -0.79 -3.38 0.42  0.19
Cl5 -0.64 1.27 -4.68  0.01
H18 -2.56 2.79 0.33  0.19
H19 -1.86 0.86 5.90  0.20
H20 -4.92 -0.46 -0.81  0.22
C15 -4.08 0.13 -0.49  -0.74
C16 3.63 1.07 -3.28  -0.09
C17 1.22 0.98 -2.74  0.34
C18 -0.32 0.83 2.85  0.26
C19 0.72 2.97 0.94  -0.42
N2 -0.61 2.35 0.96  -0.47
H21 -4.41 1.07 -0.06  0.22
C20 -2.30 2.23 4.31  -0.29
H22 -0.15 -0.37 4.62  0.21
N3 0.92 -2.17 0.55  -0.49
C21 2.03 1.33 -5.05  -0.06
C22 -0.65 0.48 4.17  -0.31
C23 -1.96 2.63 3.02  -0.24

***

Entry 2:
Molecular formula: C4H6O2
Method: DFT, wB97M-V/def2-TZVPD

Properties
Charge ... 0
Spin multiplicity ... 1
Energy above the lowest of the compared OMol25 structures with the same formula, charge and spin ... 82.3 kcal per mole
SMILES ... C=C1CO1.C=O
Frontier orbital gap ... 10.49 eV
Maximum force ... 0.5 eV/A

Last column: natural (NBO) charge in e.
Element x y z (Å)
O1 1.91 1.12 1.16  -0.53
O2 -1.63 -0.99 -0.10  -0.46
H1 -2.56 0.91 -0.52  0.20
H2 0.85 -1.27 -1.60  0.22
C1 -0.68 -0.20 -0.66  0.29
C2 -1.75 0.46 0.04  -0.13
H3 0.48 -0.27 1.56  0.10
C3 0.44 -0.30 -1.33  -0.53
C4 1.49 -0.01 1.17  0.28
H4 -1.61 0.83 1.06  0.20
H5 1.00 0.59 -1.59  0.24
H6 2.07 -0.88 0.81  0.11

***

Entry 3:
Molecular formula: C14H45BO12
Method: DFT, wB97M-V/def2-TZVPD

Properties
Charge ... 0
Spin multiplicity ... 1
Energy above the lowest of the compared OMol25 structures with the same formula, charge and spin ... 10.3 kcal per mole
SMILES ... CC(=O)OCCCBCOO.CO.CO.CO.CO.CO.CO.CO.CO
Frontier orbital gap ... 9.53 eV
Maximum force ... 4.9 eV/A

Last column: Löwdin charge in e.
Element x y z (Å)
H1 -5.14 -0.16 -6.11  0.07
H2 0.44 -1.95 -0.06  0.11
C1 -5.45 -1.00 -5.48  -0.16
H3 -0.33 1.30 2.18  0.12
H4 4.22 6.11 2.62  0.08
C2 0.76 1.41 2.21  -0.16
C3 0.12 -1.79 2.08  -0.17
C4 -3.60 1.76 -2.79  -0.15
H5 1.68 0.35 4.17  0.07
H6 0.60 1.64 -0.82  0.10
H7 5.16 -2.26 -0.39  0.08
H8 -6.28 -1.51 -5.95  0.07
H9 2.10 -1.82 2.98  0.09
O1 -1.37 -2.85 0.52  0.03
H10 3.44 7.24 3.75  0.07
O2 3.38 -3.12 0.26  -0.13
C5 -0.68 -0.05 6.25  -0.14
H11 -3.55 0.58 -1.25  0.05
C6 4.77 -3.22 -0.05  -0.15
H12 -0.19 -5.82 -5.35  0.08
H13 -4.61 -1.70 -5.38  0.07
C7 0.69 5.92 2.41  -0.14
H14 3.54 8.80 2.04  0.07
H15 -0.61 -1.00 2.19  0.10
H16 1.30 -1.77 -4.53  0.08
O3 1.24 1.31 0.89  -0.17
H17 1.00 2.38 2.64  0.08
O4 -5.88 -0.54 -4.21  -0.13
H18 5.30 -3.51 0.85  0.08
C8 0.01 -2.50 0.77  -0.15
H19 1.54 6.04 1.73  0.07
H20 -4.14 -1.88 -0.37  0.09
C9 0.38 -4.94 -5.03  -0.16
C10 4.13 7.16 2.90  -0.17
H21 1.85 -0.93 -3.05  0.07
H22 0.80 -5.13 -4.05  0.07
O5 -4.17 0.74 -1.97  -0.13
O6 0.24 1.84 0.05  -0.04
H23 -0.11 -2.49 2.87  0.11
H24 -0.64 -1.84 5.47  0.08
H25 -0.28 -4.07 -4.97  0.07
H26 -0.34 0.94 5.96  0.08
H27 -3.46 2.68 -2.22  0.08
H28 -2.64 1.43 -3.20  0.08
O7 0.46 4.54 2.67  -0.14
C11 1.53 -1.21 2.31  -0.14
H29 0.55 -3.43 0.83  0.13
H30 -0.18 -0.34 7.18  0.08
C12 -3.55 -1.86 0.54  0.04
H31 4.94 -3.97 -0.83  0.08
H32 -5.13 -0.09 -3.79  0.03
H33 2.69 -2.39 -3.62  0.08
O8 1.45 -4.69 -5.94  -0.13
H34 0.26 4.11 1.82  0.06
H35 -4.29 1.95 -3.61  0.08
H36 -3.76 -2.69 1.20  0.08
H37 1.06 -4.52 -6.80  0.07
H38 0.92 6.41 3.35  0.07
H39 2.92 -2.86 -0.54  0.06
H40 -0.19 6.38 1.97  0.08
C13 -2.11 -1.84 0.13  -0.62
H41 2.09 -1.10 1.39  0.09
O9 -0.34 -0.96 5.21  -0.14
H42 0.02 -2.31 -2.67  0.07
C14 1.72 -1.91 -3.53  -0.15
H43 -1.76 -0.03 6.41  0.08
O10 3.62 7.88 1.78  -0.13
B1 1.37 0.18 3.03  -0.05
O11 0.88 -2.75 -2.74  -0.14
H44 5.11 7.54 3.20  0.07
H45 -3.75 -0.91 1.00  0.09
O12 -1.71 -0.96 -0.52  0.13

***

no.,highest occupied orbital energy (Eh)
1,-0.1329
2,-0.3523
3,-0.3363